No. 1
This record from the OMol25 dataset describes 12 unconnected molecules or ions with the total composition C19H62N23O12 at a distorted geometry. The level of theory is ωB97M-V with the def2-TZVPD basis set.

Output
Gap between HOMO and LUMO   5.563 eV
E_HOMO   -9.99 eV
Total charge   +1
E   -79551.63350 eV

Last column: Mulliken charge in e.
Cartesian coordinates (Å):
O  -2.11166  -4.51546  3.16433  -0.67
O  6.69106  -0.81767  5.08208  -0.61
O  2.09424  -1.93387  3.49098  -0.73
O  0.46240  8.43363  -2.30456  -0.64
O  1.97519  -4.37274  -4.46406  -0.70
O  4.52216  -4.59697  7.08026  -0.70
O  -1.28601  -1.06978  7.44725  -0.67
O  -1.06724  6.40994  -4.76947  -0.65
O  -1.77909  3.76612  4.80343  -0.65
O  -0.88517  -6.95720  -6.73948  -0.69
O  -3.30628  -2.66524  -2.47482  -0.62
O  -3.11197  3.36130  -0.25981  -0.47
N  -3.06076  -1.24125  -0.74614  -0.26
N  -1.42900  -6.51146  2.37294  -0.44
N  -1.26467  -1.86589  9.55480  -0.39
N  -0.10829  -4.62313  -5.28428  -0.27
N  6.37872  -3.32071  7.05406  -0.34
N  -2.29803  7.17455  -6.49474  -0.40
N  -1.04050  0.35421  9.17593  -0.39
N  7.48355  0.81922  3.75208  -0.43
N  4.42041  -2.49500  6.27567  -0.20
N  -0.46765  -4.60333  1.62629  -0.46
N  0.20587  -3.70409  -3.23995  -0.30
N  1.31785  -1.70415  5.59348  -0.33
N  -0.89789  8.56893  -5.39112  -0.38
N  0.30059  -3.12483  4.15490  -0.16
N  -0.31398  8.66334  -0.20206  -0.39
N  -3.28493  -3.46135  -0.36727  -0.36
N  -2.48485  3.55904  2.67379  -0.22
N  0.30472  -8.67722  -5.90177  -0.39
N  -1.33124  7.24266  -1.64064  -0.27
N  -0.59075  2.60125  -1.89847  0.08
N  -1.90542  -8.49644  -5.44866  -0.39
N  8.89846  -0.70482  4.64538  -0.36
N  -2.57309  5.56912  3.71036  -0.35
C  0.12273  2.03040  -5.13313  -0.48
C  -1.38266  -5.16838  2.43445  0.80
C  -1.86655  0.19939  -5.72584  -0.59
C  -0.34284  8.13245  -1.43776  0.63
C  7.63101  -0.26944  4.52854  0.60
C  -1.39982  7.32597  -5.50483  0.65
C  5.07198  -3.53848  6.81994  0.49
C  -1.47810  1.74398  -5.33750  -0.04
C  -2.48364  -0.66991  -4.47323  -0.19
C  -3.22267  -2.46852  -1.27283  0.65
C  1.28899  -2.23505  4.35778  0.68
C  -1.26506  3.98276  -1.93399  -0.43
C  0.79462  2.58720  -2.50653  -0.50
C  0.76802  -4.24169  -4.33750  0.59
C  0.75987  1.46065  -3.73350  -0.59
C  -1.20241  -0.87306  8.64924  0.69
C  -0.83201  -7.97842  -6.07257  0.71
C  -2.24901  4.26617  3.79369  0.57
C  -2.86608  3.67947  -1.55759  -0.10
H  -2.96115  5.99913  2.88776  0.15
H  6.90612  -4.08079  7.46329  0.21
H  -2.12201  2.10784  -4.40297  -0.20
H  1.19615  3.63293  -2.84675  0.32
H  -3.61177  -0.45033  -4.23337  0.31
H  -0.40005  -3.59406  1.64196  0.22
H  -3.40640  -4.40104  -0.72178  0.20
H  -2.98989  -1.05940  0.24073  0.17
H  0.41460  9.33770  -0.00749  0.24
H  -1.86415  -0.44583  -3.48308  -0.33
H  -1.88132  -9.33615  -4.89520  0.16
H  -0.77615  4.73951  -1.15113  0.54
H  -0.96824  8.42787  0.52504  0.14
H  4.85586  -1.61552  6.05411  0.25
H  -0.96963  0.53606  10.16280  0.16
H  8.24530  1.28447  3.28810  0.16
H  -2.78138  -8.00101  -5.55151  0.22
H  -1.19790  -1.72373  10.54854  0.16
H  9.68559  -0.26674  4.19741  0.17
H  6.84913  -2.45605  6.84653  0.18
H  -2.41138  6.13730  4.53162  0.22
H  1.13642  -8.32152  -6.35476  0.22
H  1.52264  2.16520  -1.66011  0.34
H  -1.15940  9.33601  -5.98710  0.16
H  1.90482  1.21807  -3.96809  0.35
H  -2.25489  2.57413  2.69412  0.17
H  -2.00370  6.98187  -0.93936  0.17
H  -0.98869  1.12990  8.52865  0.23
H  0.24315  -3.54813  3.23791  0.03
H  -3.21816  -3.31919  0.62647  0.13
H  3.43472  -2.61709  6.08340  0.18
H  0.14153  -5.12415  1.01816  0.13
H  -3.00896  -0.46556  -1.39342  0.13
H  0.36833  -9.52028  -5.35645  0.16
H  6.54522  1.17950  3.63763  0.22
H  -2.87121  3.95309  1.83269  0.17
H  -1.10561  -4.52337  -5.19823  0.15
H  -0.91963  -0.34317  -6.18442  0.26
H  -0.78591  -3.58796  -3.11728  0.16
H  0.66359  -1.93962  6.32058  0.06
H  -1.17181  4.45455  -3.02093  0.28
H  -1.38614  -2.80558  9.20029  0.22
H  -2.41914  -1.82382  -4.75959  0.17
H  0.83030  -3.40365  -2.50287  0.19
H  -0.54505  2.29086  -0.88159  0.43
H  -0.83700  -7.06637  1.77830  0.16
H  0.23207  0.50499  -3.30938  0.20
H  -1.22592  1.93107  -2.41151  0.04
H  -2.10416  -6.97652  2.96559  0.24
H  -2.68945  0.25396  -6.56875  0.30
H  9.05340  -1.52207  5.22119  0.20
H  -3.68199  3.70351  -2.39907  0.35
H  0.71020  1.51013  -6.01770  0.41
H  2.04644  -1.02980  5.78806  0.27
H  -0.21842  8.72587  -4.65829  0.24
H  -1.38869  6.81937  -2.55763  0.13
H  -1.84099  2.44003  -6.23685  0.30
H  -2.58454  7.91674  -7.11057  0.16
H  -2.70036  6.25412  -6.61469  0.21
H  -0.37186  -3.38562  4.85618  0.16
H  0.26096  3.21493  -5.13590  0.16
H  0.27342  -5.03276  -6.12682  0.19

No. 2
This record from the OMol25 dataset describes a molecular structure, BrClIMnO4 at a distorted geometry. The level of theory is ωB97M-V with the def2-TZVPD basis set.

Output
2S+1   6
Gap between HOMO and LUMO (alpha / beta)   7.762 / 7.207 eV
E_HOMO (alpha / beta)   -5.95 / -5.95 eV
Total charge   -1
E   -130172.31335 eV
Energy relative to the best compared isomer or geometry (same formula, charge and spin)   24.2 kcal per mole
⟨S²⟩   8.76

Last column: natural (NBO) charge in e.
Cartesian coordinates (Å):
I  2.70983  -0.46204  -1.78740  -0.70
Br  1.03146  3.21202  1.32161  -0.72
Mn  2.15303  1.24891  0.42197  1.40
Cl  -1.17684  -0.73819  -0.00836  2.53
O  -1.07837  -1.63926  1.16323  -0.89
O  -0.95184  -1.58470  -1.11197  -0.86
O  -2.53440  -0.27151  -0.30443  -0.83
O  -0.15288  0.23478  0.30534  -0.93

No. 3
This record from the OMol25 dataset describes a molecular structure, C4H4MgO5Tl at a distorted geometry. The level of theory is ωB97M-V with the def2-TZVPD basis set.

Output
2S+1   2
Gap between HOMO and LUMO (alpha / beta)   2.987 / 3.655 eV
E_HOMO (alpha / beta)   -4.21 / -4.89 eV
E   -24581.60095 eV
Energy relative to the best compared isomer or geometry (same formula, charge and spin)   146.9 kcal per mole
⟨S²⟩   0.76

Last column: natural (NBO) charge in e.
Cartesian coordinates (Å):
Tl  2.01096  -3.05016  -0.08362  0.92
Mg  4.17802  1.41351  -1.90248  0.08
O  -0.12213  -0.59704  0.38402  -0.47
O  3.00787  0.31081  -0.18838  -0.87
O  -0.28389  -2.80859  0.44881  -0.74
O  -2.09652  -1.38995  0.14503  -0.46
O  2.25272  2.47828  -0.63595  -0.64
C  -0.96725  0.64298  0.55137  -0.25
C  2.23884  1.36673  -0.35100  0.58
C  -2.23011  0.00189  -0.06023  -0.09
C  -0.82414  -1.70663  0.40781  1.02
H  -1.52518  1.33254  1.19809  0.22
H  -0.18674  1.38484  0.72188  0.28
H  -2.33631  0.27496  -1.11010  0.20
H  -3.11614  0.34583  0.47474  0.20

No. 4
This record from the OMol25 dataset describes C20H17ClFN5O in the gas phase at a distorted geometry. The level of theory is ωB97M-V with the def2-TZVPD basis set.

Output
Gap between HOMO and LUMO   8.347 eV
E_HOMO   -7.96 eV
E   -45751.28963 eV
SMILES   CN(C)c1ccnc(-n2cccc2/C=N/OCc2ccc(F)cc2Cl)c1C#N
Energy relative to the best compared isomer or geometry (same formula, charge and spin)   9.3 kcal per mole

Last column: natural (NBO) charge in e.
Cartesian coordinates (Å):
Cl  2.13697  -2.53634  -0.40786  0.03
F  5.14835  0.54831  2.15624  -0.32
O  0.56236  -0.56725  -2.04533  -0.36
N  -0.25921  0.30511  -1.40018  -0.13
N  -2.00427  2.15654  0.14175  -0.37
N  0.06643  -0.23809  1.64693  -0.34
N  -4.03780  1.15069  -0.16499  -0.47
N  -2.50613  -2.66401  0.51425  -0.40
C  0.10295  1.47576  -1.06291  -0.01
C  -3.37119  -3.80721  0.67424  -0.40
C  4.38431  0.35949  1.06624  0.42
C  1.90343  -0.22106  -2.37181  -0.11
C  -0.92065  -0.27769  1.05872  0.30
C  2.92367  -1.02230  -0.20356  0.01
C  -1.10641  -2.95417  0.31370  -0.42
C  -2.19820  -0.25997  0.46719  -0.29
C  2.80058  -0.02900  -1.17336  -0.12
C  -0.43133  3.71183  -0.09484  -0.25
C  -0.73861  2.38558  -0.34799  0.13
C  -2.48342  3.31704  0.66877  0.00
C  -3.00608  -1.42114  0.34002  0.29
C  -4.36526  -1.20189  0.03930  -0.33
C  -2.76187  0.98072  0.12708  0.45
C  3.70348  -0.83391  0.92621  -0.28
C  4.31969  1.35410  0.10672  -0.28
C  3.52186  1.14762  -1.00187  -0.17
C  -1.53156  4.29318  0.55016  -0.30
C  -4.81796  0.07766  -0.17396  0.08
H  4.87701  2.26756  0.23614  0.23
H  0.48679  4.19951  -0.35911  0.22
H  2.23156  -1.08733  -2.95458  0.22
H  -5.05019  -2.02706  -0.05328  0.22
H  -0.65790  -2.20272  -0.33402  0.24
H  1.08431  1.89293  -1.28393  0.19
H  -4.23014  -3.55144  1.29382  0.21
H  -1.01098  -3.92361  -0.17724  0.20
H  1.92726  0.66915  -3.01338  0.19
H  -1.61457  5.30734  0.88635  0.23
H  -0.55672  -2.98318  1.25846  0.21
H  3.46157  1.91815  -1.75747  0.22
H  -3.72654  -4.19318  -0.28790  0.19
H  -2.81383  -4.59487  1.17934  0.21
H  -5.85831  0.26894  -0.39948  0.20
H  -3.46431  3.34636  1.09889  0.23
H  3.78074  -1.59914  1.68069  0.25

No. 5
This record from the OMol25 dataset describes 2 unconnected molecules or ions with the total composition C2 at a distorted geometry. The level of theory is ωB97M-V with the def2-TZVPD basis set.

Output
2S+1   2
Gap between HOMO and LUMO (alpha / beta)   6.015 / 7.236 eV
E_HOMO (alpha / beta)   -16.80 / -16.88 eV
Total charge   +1
E   -2049.23259 eV
Energy relative to the best compared isomer or geometry (same formula, charge and spin)   76.0 kcal per mole
⟨S²⟩   0.75

Last column: natural (NBO) charge in e.
Cartesian coordinates (Å):
C  0.32740  1.01011  -0.69065  0.50
C  -0.32740  -1.01011  0.69065  0.50